Entry one
ORCA calculation (ωB97M-V/def2-TZVPD) on C5H7N3 as an isolated structure.

CARTESIAN COORDINATES (ANGSTROEM)
C -1.05 0.11 0.60
C -0.43 -1.10 0.29
N -1.39 1.01 -0.37
C 1.47 1.79 -0.04
C -0.72 -2.31 -0.14
N 1.25 0.73 0.62
C 1.46 -0.63 0.20
N 2.29 -1.35 -0.24
H -1.18 0.43 1.62
H -1.98 1.79 -0.11
H -1.41 0.68 -1.32
H 2.17 1.77 -0.88
H 1.14 2.74 0.36
H -1.73 -2.70 -0.17
H 0.11 -2.95 -0.40

## Properties
molar mass	109.1	g/mol
gap between HOMO and LUMO (spin up / spin down)	0.287 / 0.287	Ha



Entry two
ORCA calculation (ωB97M-V/def2-TZVPD) on a 2-piece molecular cluster, C5H7N3 overall.

CARTESIAN COORDINATES (ANGSTROEM)
C -0.68 2.20 -0.14
C 0.66 0.25 0.05
C 1.71 -0.82 0.31
C 1.17 -1.99 0.21
C -0.54 -0.51 -0.12
H -1.26 1.90 0.60
H -0.89 1.91 -1.19
H -0.46 3.39 -0.36
H 2.84 -0.71 0.49
H 1.78 -2.90 0.39
H -1.21 -2.63 0.99
H -1.84 0.59 -0.72
N 0.67 1.55 0.21
N -0.13 -1.72 0.00
N -1.82 -0.50 -0.70

## Properties
molar mass	109.1	g/mol
gap between HOMO and LUMO	0.256	Ha



Referenced to the most stable arrangement, the calculated values in eV are entry one 0.000; entry two 2.982.